Entry 1:
A molecular structure, C52H49BrN2OP2Sn, computed with ωB97M-V/def2-TZVPD.

The total charge is 0. For the orbital gap, the calculation gives 7.36 eV.

Last column: Löwdin charge in e.
Cartesian coordinates (Å):
Sn  0.285  -0.510  0.264  0.685
N  0.115  2.432  2.465  0.127
C  0.643  2.037  3.671  -0.250
C  0.953  2.968  4.645  -0.036
C  1.444  2.588  5.893  -0.089
C  1.658  1.270  6.180  -0.061
C  1.337  0.282  5.232  -0.155
C  1.534  -1.089  5.500  -0.002
C  1.141  -2.006  4.569  -0.036
C  0.587  -1.545  3.369  -0.231
N  0.449  -0.283  3.048  0.046
C  0.803  0.651  3.964  -0.152
H  0.305  3.385  2.196  0.094
H  0.231  1.770  1.711  -0.031
H  0.808  4.017  4.434  0.107
H  1.651  3.348  6.632  0.103
H  2.060  0.962  7.133  0.106
H  1.990  -1.386  6.435  0.118
H  1.264  -3.067  4.714  0.110
H  0.274  -2.260  2.626  0.044
C  -2.338  1.936  -6.790  -0.008
C  -3.037  0.884  -5.907  -0.433
C  -4.276  0.337  -6.631  -0.022
C  -3.446  1.535  -4.599  -0.093
C  -4.463  2.480  -4.557  -0.021
C  -4.851  3.074  -3.371  -0.062
C  -4.232  2.722  -2.187  -0.082
C  -3.208  1.788  -2.194  -0.264
P  -2.304  1.277  -0.675  1.062
C  -3.658  1.047  0.521  -0.396
C  -3.314  1.084  1.871  -0.131
C  -4.265  0.832  2.840  -0.074
C  -5.563  0.514  2.475  -0.085
C  -5.899  0.433  1.135  -0.083
C  -4.951  0.689  0.159  -0.103
C  -1.762  2.976  -0.248  -0.380
C  -0.604  3.420  -0.879  -0.110
C  -0.146  4.708  -0.677  -0.085
C  -0.850  5.570  0.149  -0.095
C  -1.998  5.132  0.786  -0.082
C  -2.453  3.841  0.592  -0.096
C  -2.798  1.227  -3.405  -0.190
O  -1.731  0.385  -3.329  -0.010
C  -1.418  -0.371  -4.420  -0.187
C  -0.408  -1.311  -4.227  -0.294
C  -0.076  -2.172  -5.265  -0.078
C  -0.726  -2.082  -6.479  -0.056
C  -1.687  -1.107  -6.677  -0.019
C  -2.051  -0.239  -5.655  -0.095
P  0.559  -1.351  -2.662  1.061
C  2.163  -0.824  -3.384  -0.339
C  3.347  -1.062  -2.691  -0.132
C  4.562  -0.652  -3.214  -0.074
C  4.609  0.037  -4.414  -0.087
C  3.430  0.335  -5.076  -0.083
C  2.216  -0.080  -4.563  -0.085
C  0.620  -3.183  -2.608  -0.383
C  -0.626  -3.809  -2.584  -0.129
C  -0.725  -5.184  -2.539  -0.073
C  0.425  -5.958  -2.533  -0.086
C  1.664  -5.345  -2.579  -0.076
C  1.767  -3.963  -2.605  -0.082
H  -3.019  2.750  -7.027  0.085
H  -1.992  1.484  -7.717  0.085
H  -1.478  2.351  -6.268  0.097
H  -5.003  1.123  -6.809  0.075
H  -4.748  -0.438  -6.032  0.101
H  -4.008  -0.085  -7.595  0.075
H  -4.961  2.765  -5.471  0.111
H  -5.643  3.808  -3.367  0.105
H  -4.538  3.166  -1.252  0.110
H  -2.298  1.318  2.162  0.091
H  -3.992  0.864  3.884  0.107
H  -6.307  0.317  3.233  0.101
H  -6.903  0.157  0.846  0.104
H  -5.225  0.608  -0.885  0.105
H  -0.063  2.745  -1.533  0.101
H  0.758  5.043  -1.165  0.103
H  -0.510  6.586  0.289  0.100
H  -2.548  5.804  1.429  0.103
H  -3.346  3.512  1.100  0.101
H  0.705  -2.904  -5.121  0.120
H  -0.466  -2.750  -7.285  0.106
H  -2.146  -1.022  -7.651  0.111
H  3.335  -1.575  -1.742  -0.006
H  5.473  -0.863  -2.673  0.106
H  5.557  0.353  -4.826  0.101
H  3.447  0.912  -5.990  0.102
H  1.310  0.167  -5.097  0.100
H  -1.530  -3.213  -2.617  0.104
H  -1.698  -5.654  -2.508  0.105
H  0.354  -7.034  -2.514  0.100
H  2.561  -5.946  -2.598  0.103
H  2.740  -3.500  -2.645  0.090
C  -2.315  -3.374  2.277  -0.078
C  -2.378  -2.314  1.177  -0.507
C  -3.599  -2.548  0.288  -0.085
C  -1.111  -2.316  0.308  -0.366
H  -3.308  -3.572  2.678  0.074
H  -1.678  -3.047  3.095  0.054
H  -1.914  -4.309  1.890  0.080
H  -2.514  -1.336  1.654  0.090
H  -3.517  -3.512  -0.213  0.080
H  -3.663  -1.763  -0.467  0.060
H  -4.522  -2.530  0.867  0.074
H  -1.440  -2.350  -0.732  -0.016
H  -0.547  -3.245  0.463  0.045
Br  2.438  -1.880  0.685  0.039

Entry 2:
A molecular structure, C52H50FMnNO5P2S3, computed with ωB97M-V/def2-TZVPD.

The total charge is 0. For the orbital gap (spin up / spin down), the calculation gives 7.67 / 7.93 eV. As for the multiplicity: 6.

Last column: Löwdin spin population.
Cartesian coordinates (Å):
Mn  0.131  0.160  -0.184  4.653
O  3.039  0.640  -2.504  0.012
C  1.921  0.142  -2.540  0.011
O  1.400  -0.625  -1.645  0.058
C  1.042  0.397  -3.753  0.002
C  1.645  0.944  -4.880  0.000
C  0.912  1.215  -6.023  0.001
C  -0.450  0.952  -6.042  0.000
C  -1.066  0.422  -4.918  0.001
C  -0.334  0.129  -3.766  0.002
P  -1.178  -0.561  -2.292  0.027
C  -1.027  -2.364  -2.516  0.004
C  -1.290  -2.973  -3.740  0.001
C  -1.177  -4.349  -3.881  0.000
C  -0.790  -5.129  -2.800  0.000
C  -0.504  -4.528  -1.582  0.000
C  -0.617  -3.152  -1.444  0.005
C  -2.933  -0.167  -2.610  0.004
C  -3.299  1.168  -2.422  0.002
C  -4.618  1.568  -2.566  0.000
C  -5.597  0.634  -2.885  0.001
C  -5.244  -0.695  -3.064  0.000
C  -3.918  -1.093  -2.932  0.001
H  2.706  1.152  -4.826  0.000
H  1.399  1.634  -6.894  0.000
H  -1.037  1.163  -6.926  0.000
H  -2.134  0.241  -4.941  0.000
H  -1.575  -2.368  -4.594  0.000
H  -1.385  -4.811  -4.838  0.000
H  -0.699  -6.202  -2.910  0.000
H  -0.185  -5.127  -0.737  0.000
H  -0.377  -2.694  -0.492  0.004
H  -2.543  1.900  -2.154  0.000
H  -4.884  2.607  -2.420  0.000
H  -6.629  0.942  -2.989  0.000
H  -6.002  -1.429  -3.309  0.000
H  -3.658  -2.134  -3.075  0.000
C  -4.747  -2.631  3.578  0.000
C  -4.880  -1.130  3.892  0.000
S  -3.393  -0.134  3.595  0.000
C  -3.741  0.604  1.985  0.000
C  -4.163  -0.359  0.885  0.000
S  -2.923  -1.653  0.608  0.010
C  -3.968  -2.986  -0.024  0.002
C  -4.500  -3.931  1.042  0.000
S  -5.737  -3.246  2.177  0.000
H  -5.065  -3.209  4.446  0.000
H  -3.706  -2.875  3.380  0.000
H  -5.089  -1.014  4.955  0.000
H  -5.727  -0.688  3.364  0.000
H  -2.805  1.106  1.732  0.000
H  -4.513  1.369  2.092  0.000
H  -4.313  0.196  -0.046  0.000
H  -5.102  -0.850  1.141  0.000
H  -3.346  -3.550  -0.726  0.000
H  -4.784  -2.544  -0.599  0.000
H  -3.681  -4.347  1.631  0.000
H  -4.999  -4.771  0.551  0.000
C  2.757  5.487  4.203  0.000
C  2.779  5.936  2.750  0.000
C  4.178  6.374  2.344  0.000
C  4.185  6.873  0.911  0.000
C  3.624  5.822  -0.007  0.000
C  4.002  5.757  -1.328  0.001
C  3.480  4.774  -2.163  0.000
F  3.897  4.752  -3.442  0.000
C  2.585  3.847  -1.721  0.000
C  2.181  3.900  -0.380  0.002
C  1.210  2.911  0.090  0.010
O  0.722  2.106  -0.738  0.050
C  0.885  2.961  1.475  0.003
C  1.442  3.946  2.244  0.001
N  2.311  4.872  1.822  0.003
C  2.705  4.872  0.482  0.001
C  -0.070  2.026  2.200  0.010
O  -0.371  2.302  3.355  0.008
O  -0.496  1.004  1.549  0.061
H  3.250  6.252  4.802  0.000
H  3.303  4.550  4.329  0.000
H  1.752  5.362  4.602  0.000
H  2.102  6.787  2.626  0.000
H  4.866  5.532  2.461  0.000
H  4.502  7.159  3.028  0.000
H  5.192  7.144  0.592  0.000
H  3.578  7.783  0.842  0.000
H  4.717  6.464  -1.730  0.000
H  2.217  3.058  -2.362  0.000
H  1.140  3.972  3.281  0.000
C  2.615  -0.298  2.554  0.003
P  1.684  -1.421  1.450  0.028
C  1.142  -2.707  2.626  0.006
C  2.041  -3.623  3.175  0.001
C  1.613  -4.562  4.099  0.000
C  0.280  -4.589  4.494  0.000
C  -0.614  -3.668  3.970  0.000
C  -0.187  -2.727  3.039  0.001
C  2.960  -2.242  0.451  0.001
C  2.805  -3.567  0.045  0.002
C  3.687  -4.134  -0.862  0.000
C  4.729  -3.380  -1.385  0.002
C  4.879  -2.056  -1.001  0.000
C  3.997  -1.490  -0.093  0.001
H  3.053  0.518  1.976  0.000
H  3.402  -0.826  3.093  0.001
H  1.904  0.136  3.260  0.000
H  3.080  -3.609  2.867  0.000
H  2.317  -5.271  4.515  0.000
H  -0.057  -5.322  5.216  0.000
H  -1.647  -3.677  4.292  0.000
H  -0.891  -1.999  2.653  0.000
H  1.989  -4.162  0.436  0.000
H  3.553  -5.164  -1.168  0.000
H  5.412  -3.820  -2.101  0.000
H  5.665  -1.449  -1.430  0.000
H  4.103  -0.441  0.152  0.000

Here are the calculated electronic energy numbers, same order: -154200.97598; -151589.75495 (eV).
Here are the calculated ΔE to the lowest compared entry with this formula, charge and spin numbers, same order: 14.2; 3.6 (kcal/mol).